Entry one
A single C2H7N3O2 molecule, computed with wB97M-V/def2-TZVPD.

XYZ file:
```
14
Properties=species:S:1:pos:R:3:lowdin_charge:R:1
C 1.4830 -1.0871 -0.3380 -0.099
N 0.4368 -1.2027 0.6585 -0.084
N -0.6608 -0.4782 0.4812 -0.226
N -1.8570 -1.1580 -0.0340 0.015
O -2.8595 -0.5282 -0.1608 -0.008
O -0.7015 0.8483 0.9580 -0.123
C -0.5155 1.8337 -0.0847 -0.071
H 1.9779 -0.1034 -0.1959 0.068
H 2.3138 -1.8046 -0.2814 0.073
H 1.0716 -1.1737 -1.4162 0.112
H 0.7933 -1.2468 1.5576 0.101
H 0.5389 2.0003 -0.3573 0.077
H -1.0970 2.7465 0.1678 0.100
H -0.9241 1.3538 -0.9547 0.065
```

Output
Total charge ... 0
SMILES string ... CNN(N=O)OC
HOMO level ... -9.3 eV
Frontier orbital gap ... 10.070 eV
2S+1 ... 1

=====

Entry two
2 unconnected molecules or ions with the total composition C2H7N3O2, computed with wB97M-V/def2-TZVPD.

XYZ file:
```
14
Properties=species:S:1:pos:R:3:lowdin_charge:R:1
H -0.2568 1.7978 -0.5079 0.068
N -0.8638 1.0771 -0.8782 0.072
C -0.5903 -0.1361 -0.8943 -0.252
C 0.6132 -0.9450 -0.2613 -0.225
N 0.9765 -0.0969 0.8917 -0.005
H -1.2355 -0.8199 -1.4406 0.088
H 1.2741 -1.0867 -1.0437 0.074
H 0.1561 -1.9837 -0.1475 0.118
H 0.1857 -0.0344 1.5465 0.087
H 1.8294 -0.4032 1.2985 0.049
O -4.4133 -0.7542 0.5271 -0.005
N -3.3403 -0.2818 0.1929 -0.110
O -3.4561 1.0614 0.1317 -0.032
H -2.7706 1.5128 -0.4218 0.072
```

Output
Total charge ... 0
SMILES string ... [H]/N=C\CN.O=NO
HOMO level ... -9.9 eV
Frontier orbital gap ... 10.350 eV
2S+1 ... 1

=====

Entry three
2 unconnected molecules or ions with the total composition C2H7N3O2, computed with wB97M-V/def2-TZVPD.

XYZ file:
```
14
Properties=species:S:1:pos:R:3:lowdin_charge:R:1
C 0.6604 -1.1531 0.9851 -0.014
C 0.7059 0.3559 -1.0484 -0.073
N -2.2762 -0.3366 -0.2501 0.027
N 0.2156 0.0647 0.2624 -0.322
N -0.5035 0.9093 0.9582 -0.009
O -0.6284 2.1247 0.2869 -0.078
O -1.4735 -1.0520 -0.7453 -0.150
H 0.1178 -1.1350 1.8263 0.037
H 0.4284 -1.9047 0.2404 0.075
H 1.7404 -1.3668 1.2644 0.111
H 0.5669 -0.5349 -1.8418 0.139
H 0.2099 1.1603 -1.3563 0.010
H 1.8442 0.6721 -0.9879 0.134
H -1.6078 2.1961 0.4061 0.113
```

Output
Total charge ... 0
HOMO level (spin up / spin down) ... -6.5 / -6.5 eV
Frontier orbital gap (spin up / spin down) ... 6.748 / 6.656 eV
2S+1 ... 1

=====

Entry four
A single C2H7N3O2 molecule, computed with wB97M-V/def2-TZVPD.

XYZ file:
```
14
Properties=species:S:1:pos:R:3:lowdin_charge:R:1
C 0.2580 -1.0066 0.8922 -0.021
C 0.1167 0.1626 -0.1120 -0.626
N 1.1611 0.0897 -1.0301 0.097
N 0.0381 1.5028 0.3522 0.089
N -1.4156 -0.0227 -0.6525 -0.349
O -2.1987 0.2481 0.2442 0.031
O -1.6097 -0.4437 -1.7502 0.097
H 1.4374 -1.0365 1.1202 0.135
H 0.0722 -2.0434 0.5925 0.080
H -0.3879 -0.8093 1.6937 0.047
H 0.9348 0.9039 -1.6733 0.136
H 1.4544 -0.8085 -1.3353 0.084
H -0.8036 1.4719 1.0190 0.122
H 0.9427 1.7917 0.6394 0.078
```

Output
Total charge ... 0
SMILES string ... CC(N)(N)[N+](=O)[O-]
HOMO level ... -9.7 eV
Frontier orbital gap ... 10.455 eV
2S+1 ... 1

=====

It is entry four that is the most stable of them.

=====

Entry one
2 unconnected molecules or ions with the total composition C3H8N2OS, computed with wB97M-V/def2-TZVPD.

XYZ file:
```
15
Properties=species:S:1:pos:R:3:mulliken_spin:R:1
C 1.4402 -0.3552 -0.4405 0.261
C -0.9158 1.8191 0.2083 0.020
C 0.2238 -0.8298 0.1716 0.017
N 2.1837 0.4632 0.1458 0.436
N -0.3131 -2.1314 0.1736 0.157
O -2.3750 -0.3679 -0.1985 0.369
S -1.1054 0.2387 -0.5922 0.425
H 1.6580 -0.8751 -1.3877 0.050
H -1.3004 2.5350 -0.3725 0.008
H 0.1741 1.9721 0.3200 0.017
H -1.3347 1.7084 1.1841 -0.005
H 0.3942 -0.4518 1.6396 0.249
H 2.9511 0.8460 -0.4882 0.004
H -1.2520 -1.9478 0.4480 0.002
H -0.4285 -2.6234 -0.8113 -0.011
```

Output
Total charge ... 0
HOMO level (spin up / spin down) ... -4.6 / -9.0 eV
Frontier orbital gap (spin up / spin down) ... 5.104 / 5.645 eV
2S+1 ... 3

=====

Entry two
2 unconnected molecules or ions with the total composition C3H8N2OS, computed with wB97M-V/def2-TZVPD.

XYZ file:
```
15
Properties=species:S:1:pos:R:3:mulliken_spin:R:1
C 0.0200 -0.0035 1.9240 0.001
C 0.1358 -1.5100 1.6096 -0.013
C 1.0367 -0.5397 0.9886 0.834
N -1.6010 -0.1866 -2.0153 0.430
N 0.1652 1.7640 -2.0840 0.223
O 0.6834 -0.5843 -3.0001 0.138
S -0.0754 0.0023 -1.9321 0.265
H -0.7441 0.6827 1.5234 0.018
H 0.3455 0.4787 2.7886 0.022
H 0.4140 -2.2144 2.4999 0.025
H -0.7200 -1.8256 0.9839 0.029
H 2.0615 -0.5539 1.1452 0.067
H -2.0699 0.0785 -1.1934 -0.017
H 0.9472 2.1312 -1.5618 -0.011
H -0.5989 2.2804 -1.6767 -0.011
```

Output
Total charge ... 0
HOMO level (spin up / spin down) ... -8.4 / -10.4 eV
Frontier orbital gap (spin up / spin down) ... 9.014 / 8.246 eV
2S+1 ... 3

=====

It is entry two that is the most stable of them.

=====

Entry one
A single C2H2ClNO molecule, computed with wB97M-V/def2-TZVPD.

XYZ file:
```
7
Properties=species:S:1:pos:R:3:lowdin_charge:R:1
C 0.0837 -0.6796 1.0550 -0.096
N -0.6604 -0.4056 0.1310 0.039
C -0.3452 0.6178 -1.1085 -0.838
O -1.2406 0.9019 -1.7586 0.100
Cl 1.2759 1.2111 -1.2297 0.688
H -0.2573 -1.2448 1.8111 0.037
H 1.1439 -0.4009 1.0997 0.070
```

Output
Total charge ... 0
SMILES string ... C=NC(=O)Cl
HOMO level ... -10.0 eV
Frontier orbital gap ... 10.395 eV
2S+1 ... 1

=====

Entry two
2 unconnected molecules or ions with the total composition C2H2ClNO, computed with wB97M-V/def2-TZVPD.

XYZ file:
```
7
Properties=species:S:1:pos:R:3:lowdin_charge:R:1
C -1.4498 -0.7625 -1.1900 -0.038
C 0.7562 0.8095 0.7577 -0.721
N -0.3158 1.1599 1.2181 0.055
O -1.9545 -1.7765 -1.2696 0.026
Cl 1.1332 -0.8511 0.4920 0.578
H 1.6127 1.3869 0.4526 0.058
H -1.0425 0.6004 1.5822 0.041
```

Output
Total charge ... 0
HOMO level ... -10.4 eV
Frontier orbital gap ... 11.374 eV
2S+1 ... 1

=====

It is entry two that is the most stable of them.

=====

Entry one
A single C5H4N2S molecule, computed with wB97M-V/def2-TZVPD.

XYZ file:
```
12
Properties=species:S:1:pos:R:3:lowdin_charge:R:1
N 3.0771 -1.0480 0.0285 0.152
C 1.9325 -1.0378 0.1454 -0.249
C 0.5623 -0.9257 0.1241 -0.192
C -0.3862 -1.8412 -0.0051 -0.403
S -2.0330 -1.2478 0.0148 0.931
C -1.5532 0.4454 0.0663 -0.428
C -0.2774 0.7687 0.0054 -0.252
N 0.3979 1.9621 -0.0370 0.104
H -0.5580 -2.9339 0.2463 0.095
H -2.3193 1.1621 -0.1165 0.060
H -0.2114 2.6314 -0.4886 0.105
H 1.3687 2.0646 0.0165 0.078
```

Output
Total charge ... 0
SMILES string ... N#Cc1cscc1N
HOMO level ... -8.4 eV
Frontier orbital gap ... 8.882 eV
2S+1 ... 1

=====

Entry two
A single C5H4N2S molecule, computed with wB97M-V/def2-TZVPD.

XYZ file:
```
12
Properties=species:S:1:pos:R:3:lowdin_charge:R:1
S -2.3258 1.0876 -1.0188 0.710
C -0.9517 0.2585 -1.1951 -0.674
C 0.0739 -0.0162 -0.3066 -0.350
C -0.0652 0.2184 1.1386 -0.060
N 0.9340 -0.1653 1.9483 0.053
C 2.0812 -0.7660 1.3718 -0.169
N 2.1569 -1.0717 0.1041 0.068
C 1.0749 -0.7868 -0.6608 -0.117
H -0.6466 0.0190 -2.2519 0.076
H -1.1635 0.2597 1.6863 0.170
H 2.9283 -1.0909 2.0717 0.131
H 1.1798 -1.3784 -1.6602 0.163
```

Output
Total charge ... 0
SMILES string ... S=Cc1cncnc1
HOMO level ... -9.0 eV
Frontier orbital gap ... 7.675 eV
2S+1 ... 1

=====

It is entry two that is the most stable of them.

=====

Entry one
A single C2H4O4 molecule, computed with wB97M-V/def2-TZVPD.

XYZ file:
```
10
Properties=species:S:1:pos:R:3:lowdin_charge:R:1
O -1.6197 0.7286 -0.8416 0.119
C -0.4869 0.7105 -0.1463 -0.368
O 0.2166 1.8412 0.0562 0.039
C 0.1215 -0.6035 0.3069 -0.310
O 1.4759 -0.4879 0.7957 -0.031
O -0.4097 -1.8326 0.1604 0.029
H -2.0196 1.5597 -0.8362 0.086
H 1.2483 1.6651 0.0404 0.176
H 1.8554 -1.3160 1.1992 0.122
H -0.3819 -2.2651 -0.7346 0.138
```

Output
Total charge ... 0
SMILES string ... OC(O)=C(O)O
HOMO level ... -7.0 eV
Frontier orbital gap ... 7.576 eV
2S+1 ... 1

=====

Entry two
A single C2H4O4 molecule, computed with wB97M-V/def2-TZVPD.

XYZ file:
```
10
Properties=species:S:1:pos:R:3:lowdin_charge:R:1
C 1.5218 0.0679 0.3382 -0.103
O 0.7617 -0.0997 -0.8279 -0.119
O -0.3429 0.9619 -1.2450 0.009
O -1.4471 0.1549 -1.1917 -0.043
C -1.7573 -0.3549 0.0665 -0.287
O -1.5360 0.1520 1.1114 0.119
H 2.2595 -0.7385 0.3373 0.104
H 2.0538 1.0268 0.2981 0.092
H 0.9172 0.0325 1.2506 0.076
H -2.4306 -1.2029 -0.1375 0.153
```

Output
Total charge ... 0
SMILES string ... COOOC=O
HOMO level ... -10.6 eV
Frontier orbital gap ... 10.604 eV
2S+1 ... 1

=====

It is entry one that is the most stable of them.

=====

Entry one
A single C4H7ClN2O molecule, computed with wB97M-V/def2-TZVPD.

XYZ file:
```
15
Properties=species:S:1:pos:R:3:lowdin_charge:R:1
C -2.1625 0.1027 -0.2918 -0.144
C -1.2088 1.1563 -0.2435 -0.203
C 0.0624 1.1254 0.3194 -0.610
Cl 1.2887 2.3071 0.5831 0.674
C 0.4963 -0.2160 0.9852 -0.485
O -0.2688 -0.6459 1.9016 -0.013
N 1.4517 -0.9748 0.3426 -0.073
N 2.2956 -0.4818 -0.7276 -0.025
H -1.9579 -0.6323 0.5544 0.079
H -2.1724 -0.5350 -1.3320 0.130
H -3.2622 0.5413 -0.1576 0.118
H -1.5150 2.1438 -0.6495 0.113
H 1.8585 -1.8719 0.7095 0.161
H 1.7753 -1.1890 -1.4857 0.159
H 3.3193 -0.8301 -0.5082 0.120
```

Output
Total charge ... 0
SMILES string ... C/C=C(/Cl)C(=O)NN
HOMO level ... -8.9 eV
Frontier orbital gap ... 9.442 eV
2S+1 ... 1

=====

Entry two
A single C4H7ClN2O molecule, computed with wB97M-V/def2-TZVPD.

XYZ file:
```
15
Properties=species:S:1:pos:R:3:lowdin_charge:R:1
C 2.5657 -0.6320 0.6398 -0.093
C 1.7383 0.5352 0.2801 -0.172
C 0.4670 0.4785 -0.1188 -0.605
Cl -0.5194 1.9042 -0.2726 0.663
C -0.2299 -0.8125 -0.4968 -0.480
O 0.3360 -1.7143 -1.1226 0.051
N -1.5856 -0.9707 -0.1732 -0.058
N -1.9836 -0.6161 1.1514 0.021
H 1.9586 -1.5583 0.7114 0.081
H 3.0129 -0.4993 1.6359 0.081
H 3.3806 -0.7532 -0.1028 0.095
H 2.1799 1.5412 0.3475 0.113
H -2.0319 -1.7638 -0.6116 0.132
H -1.6342 -1.3567 1.7895 0.098
H -2.9866 -0.5761 1.1715 0.074
```

Output
Total charge ... 0
SMILES string ... C/C=C(/Cl)C(=O)NN
HOMO level ... -9.3 eV
Frontier orbital gap ... 9.911 eV
2S+1 ... 1

=====

It is entry two that is the most stable of them.